# 1
Here is a molecular structure, C16H27BClNO17S4 at a distorted geometry from OMol25. Energies are from ωB97M-V/def2-TZVPD.

Element x y z (Å)
C  2.3341  -0.5514  3.4368
C  3.0582  -0.1988  2.2586
C  3.8684  -0.1206  0.8406
C  2.9034  0.0055  -0.5029
C  1.9542  1.3345  -0.3608
C  0.6812  1.4152  -1.3825
C  1.1176  1.8301  -2.9439
O  -0.2365  0.2745  -1.3697
S  0.2749  -1.0123  -0.3944
O  -0.6648  -2.2317  -0.7479
O  0.0938  -0.8029  1.1375
C  2.0892  -1.3578  -0.8855
C  2.5923  -2.7286  -0.1498
C  3.9204  -3.4329  -0.8829
O  5.1220  -2.8581  -0.9735
Cl  3.7585  -5.1667  -1.5913
B  2.0841  -1.7102  -2.5257
N  1.2062  -2.8518  -3.0961
O  2.9214  -1.0123  -3.5304
H  1.8373  -0.9819  4.4285
H  4.5102  0.8828  0.8674
H  4.6412  -0.9971  0.7910
H  3.6680  0.2536  -1.3868
H  1.5450  1.5459  0.7161
H  2.6538  2.2656  -0.6251
H  0.0356  2.3527  -1.0172
H  1.1598  0.9122  -3.6671
H  2.0678  2.5219  -2.9688
H  0.2200  2.5115  -3.3384
H  2.7423  -2.6621  1.0073
H  1.7202  -3.5288  -0.3120
H  0.3479  -2.4063  -3.5290
H  0.9395  -3.5263  -2.3464
H  2.8663  -1.5293  -4.4084
C  -4.1847  -0.7863  -4.4133
C  -3.2090  -1.9018  -4.0480
O  -1.9213  -1.2899  -4.0597
S  -2.0706  0.2675  -3.5986
O  -1.7527  0.3537  -2.1906
O  -1.4465  1.1019  -4.5990
O  -3.6885  0.3823  -3.7626
H  -4.1855  -0.6010  -5.4923
H  -5.2035  -1.0039  -4.0816
H  -3.2463  -2.7353  -4.7535
H  -3.3970  -2.2738  -3.0353
C  -1.4772  3.8057  2.7543
C  -1.6686  4.6248  1.4806
O  -0.4164  5.2699  1.2602
S  0.7801  4.3051  1.8061
O  1.3162  3.5709  0.6816
O  1.6051  5.0688  2.7130
O  -0.1493  3.2898  2.6798
H  -1.5470  4.4392  3.6445
H  -2.1998  2.9890  2.8323
H  -2.4702  5.3611  1.5754
H  -1.8702  3.9762  0.6216
C  -2.4452  -1.3147  3.5359
C  -1.9346  -2.3042  4.5798
O  -1.8926  -1.5698  5.8012
S  -3.0895  -0.4617  5.7945
O  -4.2123  -1.0060  6.5254
O  -2.5157  0.8323  6.0822
O  -3.4356  -0.5340  4.2030
H  -1.6466  -0.6423  3.2064
H  -2.8778  -1.8178  2.6670
H  -0.9459  -2.6977  4.3323
H  -2.6349  -3.1361  4.7100

Calculated values
HOMO level = -0.337 Ha
Lowest unoccupied orbital energy = -0.6 eV
Orbital gap = 8.559 eV

# 2
Here is a molecular structure, C16H27BF11NO16S3Zr at a distorted geometry from OMol25. Energies are from ωB97M-V/def2-TZVPD.

Element x y z (Å)
Zr  -6.4558  9.1758  -5.6326
N  -5.3494  8.3875  -8.5021
S  -5.8394  7.9368  -9.9772
O  -5.7244  6.5051  -10.2409
O  -5.7791  8.8629  -11.0894
F  -7.4049  8.0771  -9.6256
S  -3.7657  8.2503  -9.2400
O  -3.2337  9.5268  -9.7280
O  -3.1894  7.0036  -9.6074
F  -3.1704  8.1285  -7.8449
B  -8.9021  7.5850  -5.3968
H  -9.7609  6.9345  -5.4555
H  -8.4173  7.4946  -6.3566
H  -9.1921  8.6162  -5.2671
H  -8.2318  7.3211  -4.5935
O  -6.7081  10.5566  -2.9255
C  -5.9498  10.2992  -1.8195
C  -4.6812  9.2753  -2.0688
O  -4.6514  8.5737  -3.3226
H  -6.6162  9.9570  -1.0276
H  -5.6233  11.2227  -1.3414
H  -4.7852  8.4596  -1.3534
H  -3.6668  9.5957  -1.8314
C  -11.4430  14.2905  -5.0778
C  -10.4031  13.2995  -5.6450
O  -10.2463  13.4735  -7.0691
C  -9.4520  12.7074  -7.8343
O  -8.7711  11.8670  -7.2862
C  -9.6440  12.8402  -9.4042
F  -10.5856  13.7796  -9.6944
F  -8.5761  13.2120  -10.0879
F  -10.0092  11.6852  -9.8894
H  -12.4362  14.2350  -5.5235
H  -11.0874  15.3207  -5.0590
H  -11.6793  13.9965  -4.0552
H  -10.9284  12.3594  -5.4765
H  -9.4619  13.3622  -5.0988
C  -1.0242  2.8450  -5.3627
C  -2.3911  3.6247  -5.4546
O  -3.5750  2.7480  -5.6487
C  -4.7548  3.2546  -5.7680
O  -5.0176  4.4228  -6.1340
C  -5.9217  2.1454  -5.7550
F  -6.2390  1.7481  -4.5386
F  -7.0256  2.6777  -6.2910
F  -5.5428  1.0891  -6.3657
H  -0.2417  3.6038  -5.3673
H  -0.7318  2.1837  -6.1784
H  -0.9119  2.2608  -4.4494
H  -2.4048  4.4094  -6.2110
H  -2.5899  4.3147  -4.6346
C  -14.1612  5.4955  -2.2989
C  -14.3422  6.7343  -3.1402
O  -15.0186  7.7681  -2.3915
C  -14.8641  9.0569  -2.7139
O  -14.0401  9.4761  -3.5302
C  -16.0392  9.9481  -2.1038
F  -15.5366  10.6665  -1.0672
F  -16.4901  10.8183  -3.0111
F  -17.0804  9.2556  -1.6677
H  -13.2230  5.6611  -1.7693
H  -14.0601  4.6016  -2.9144
H  -14.8974  5.3447  -1.5093
H  -14.9140  6.3123  -3.9667
H  -13.3536  6.9445  -3.5482
C  -9.0461  7.0065  1.6641
C  -9.5989  6.2211  0.4464
O  -10.1499  4.9724  0.8283
S  -10.2838  4.8787  2.4823
O  -9.2305  4.0735  3.0835
O  -11.6467  4.5895  2.8844
O  -9.8744  6.4496  2.7490
H  -9.2433  8.0755  1.7450
H  -7.9766  6.8289  1.7765
H  -8.8174  6.0854  -0.3012
H  -10.4850  6.7027  0.0328

Calculated values
HOMO level = -0.376 Ha
Lowest unoccupied orbital energy = -5.6 eV
Orbital gap = 4.633 eV

# 3
Here is a molecular structure, C16H27BF4FeN2O8PSe from OMol25. Energies are from ωB97M-V/def2-TZVPD.

Element x y z (Å)
Fe  0.1127  -0.5863  0.3662
N  -0.7784  2.5548  -0.3845
N  0.2568  2.6710  -1.3360
C  1.2246  1.6841  -1.5099
O  2.2139  1.9617  -2.2010
O  0.9787  0.5309  -1.0038
H  -1.2773  1.6983  -0.6041
H  -0.3685  2.4461  0.5420
H  0.6223  3.6019  -1.4366
C  -5.3789  -3.1078  -2.7261
O  -5.9250  -2.4082  -1.6285
C  -5.0457  -1.6754  -0.8682
C  -5.5967  -1.1264  0.3057
C  -4.7628  -0.4105  1.1294
C  -3.4038  -0.2158  0.8453
C  -2.5236  0.4665  1.7877
C  -3.0947  1.3590  2.8660
O  -1.3037  0.3542  1.7423
C  -2.8562  -0.7200  -0.3733
O  -1.6657  -0.4771  -0.7581
C  -3.7329  -1.4771  -1.2141
H  -6.1809  -3.7238  -3.1286
H  -4.5460  -3.7436  -2.4166
H  -5.0251  -2.4235  -3.5026
H  -6.6407  -1.2890  0.5341
H  -5.1709  0.0000  2.0455
H  -3.8031  0.8219  3.4990
H  -3.6216  2.1966  2.4038
H  -2.2680  1.7273  3.4696
H  -3.2963  -1.8800  -2.1161
C  2.2307  -5.1623  -2.5360
C  0.8731  -4.4890  -2.5278
O  0.8760  -3.3296  -3.3590
P  0.8835  -1.8824  -2.5338
O  1.2034  -0.9253  -3.8128
C  0.1876  0.0465  -4.1091
C  -0.4988  -0.2990  -5.4114
O  2.3623  -1.9601  -1.8612
C  3.5024  -1.2477  -2.3523
C  4.6655  -1.5982  -1.4544
H  2.2393  -6.0095  -1.8443
H  2.9941  -4.4525  -2.2192
H  2.4812  -5.5208  -3.5377
H  0.5898  -4.2310  -1.5000
H  0.1069  -5.1645  -2.9194
H  0.6866  1.0151  -4.1500
H  -0.5312  0.0855  -3.2836
H  0.2225  -0.3337  -6.2311
H  -1.2572  0.4529  -5.6446
H  -0.9799  -1.2773  -5.3474
H  3.2823  -0.1779  -2.3237
H  3.6986  -1.5282  -3.3916
H  4.4249  -1.3551  -0.4190
H  5.5514  -1.0287  -1.7490
H  4.9024  -2.6640  -1.5063
Se  0.2641  -2.7079  1.1853
F  1.2850  0.6765  1.7389
B  1.4408  1.6849  2.7605
F  2.8010  1.8252  3.0406
F  0.9169  2.8907  2.2483
F  0.7402  1.3033  3.9081

Calculated values
HOMO level (spin up / spin down) = -0.073 / -0.070 Ha
Lowest unoccupied orbital energy (spin up / spin down) = 4.3 / 4.3 eV
Orbital gap (spin up / spin down) = 6.325 / 6.239 eV
Charge = -2
Multiplicity = 6

# 4
Here is a molecular structure, C16H27BrCl2I2N3O at a distorted geometry from OMol25. Energies are from ωB97M-V/def2-TZVPD.

Element x y z (Å)
C  0.2857  2.9077  1.2560
C  -0.8576  2.0519  0.8080
I  -2.5590  3.1694  0.4477
C  -0.8070  0.7350  0.6155
I  -2.3150  -0.3987  -0.2658
N  0.4419  0.0408  0.8092
C  1.0537  -0.4673  -0.4429
C  1.3834  -1.9617  -0.4256
C  1.0255  -2.6216  -1.7578
Br  0.1460  -4.3229  -1.5133
C  1.0648  -0.1039  1.9556
N  2.3510  -0.5442  2.0457
C  2.9698  0.4874  2.9348
C  1.8614  0.5921  3.9721
N  0.6248  0.3348  3.2024
C  -0.2884  -0.5094  4.0186
Cl  -1.1713  -1.6712  3.0463
C  -1.1890  0.3651  4.9028
C  -1.8379  1.5354  4.2003
Cl  -2.4010  -0.6283  5.7178
H  1.2060  2.3439  1.3869
H  0.4756  3.6580  0.4889
H  0.0324  3.4516  2.1629
H  1.9188  0.1595  -0.6692
H  0.3225  -0.2663  -1.2185
H  2.4483  -2.1150  -0.2494
H  0.8591  -2.4649  0.3835
H  0.3646  -2.0079  -2.3641
H  1.9013  -2.8399  -2.3578
H  2.8634  -0.6536  1.1801
H  3.9039  0.1053  3.3235
H  3.0692  1.4358  2.4115
H  1.8459  1.5301  4.5182
H  2.0210  -0.1940  4.7130
H  0.3446  -1.1090  4.6713
H  -0.5365  0.7377  5.6937
H  -2.4939  1.2048  3.3977
H  -1.0902  2.2338  3.8333
H  -2.4569  2.0686  4.9182
C  -1.1814  0.3201  -6.2219
C  -2.2703  -0.7024  -5.8965
C  -1.4837  -1.7571  -5.1316
O  -0.4277  -1.0576  -4.4540
C  -0.3337  0.2791  -4.9580
H  -1.5644  1.3157  -6.4368
H  -0.5963  -0.0131  -7.0805
H  -3.0286  -0.2519  -5.2527
H  -2.7677  -1.1078  -6.7749
H  -1.0365  -2.4908  -5.8082
H  -2.0860  -2.2892  -4.3949
H  -0.7199  0.9720  -4.2008
H  0.7157  0.5140  -5.1402

Calculated values
HOMO level = -0.432 Ha
Lowest unoccupied orbital energy = -3.3 eV
Orbital gap = 8.415 eV
Charge = +1